15 unconnected molecules or ions with the total composition C33H78N9O27 at a distorted geometry. Source: OMol25; level of theory: wB97M-V/def2-TZVPD.

Cartesian coordinates (Å):
C (-1.75, 2.20, -7.54)
C (-0.63, 2.62, -6.63)
O (0.49, 2.71, -6.96)
N (-1.03, 2.94, -5.20)
H (-0.94, 3.96, -5.08)
H (-1.98, 2.63, -4.99)
C (-0.15, 2.23, -4.19)
H (-2.30, 2.99, -8.02)
H (-2.35, 1.50, -6.94)
H (-1.34, 1.56, -8.32)
H (0.82, 2.69, -4.33)
H (-0.09, 1.16, -4.34)
H (-0.51, 2.36, -3.17)
C (0.43, -7.63, -1.26)
C (-0.36, -7.80, 0.00)
O (-0.74, -8.80, 0.48)
N (-0.57, -6.57, 0.84)
H (-0.41, -6.87, 1.80)
H (0.13, -5.80, 0.59)
C (-1.93, -5.91, 0.53)
H (0.88, -6.64, -1.28)
H (-0.26, -7.74, -2.10)
H (1.09, -8.49, -1.33)
H (-1.80, -5.19, -0.24)
H (-2.13, -5.39, 1.47)
H (-2.66, -6.69, 0.36)
C (-2.11, -2.85, -6.73)
C (-2.08, -1.63, -5.90)
O (-1.29, -0.76, -5.99)
N (-3.04, -1.57, -4.75)
H (-3.35, -0.60, -4.67)
H (-3.90, -2.10, -4.96)
C (-2.42, -2.06, -3.42)
H (-1.65, -2.67, -7.70)
H (-3.13, -3.13, -7.02)
H (-1.59, -3.70, -6.28)
H (-1.79, -1.25, -3.08)
H (-1.88, -2.94, -3.70)
H (-3.28, -2.20, -2.77)
C (2.63, -0.17, -3.58)
C (2.20, -0.39, -4.98)
O (1.61, 0.29, -5.73)
N (2.55, -1.74, -5.46)
H (3.57, -1.90, -5.42)
H (2.16, -2.52, -4.90)
C (2.09, -2.03, -6.85)
H (2.40, -0.94, -2.85)
H (2.13, 0.76, -3.28)
H (3.65, 0.20, -3.68)
H (2.43, -1.28, -7.55)
H (1.01, -1.87, -6.83)
H (2.36, -3.05, -7.05)
C (-0.21, -1.64, -0.30)
C (-0.40, -0.21, -0.25)
O (-0.46, 0.53, -1.19)
N (-0.65, 0.37, 1.09)
H (-1.60, 0.79, 1.17)
H (-0.75, -0.40, 1.81)
C (0.33, 1.32, 1.54)
H (-0.84, -2.31, -0.89)
H (-0.50, -2.19, 0.61)
H (0.84, -1.88, -0.51)
H (-0.09, 2.02, 2.25)
H (0.57, 1.83, 0.61)
H (1.23, 0.95, 2.02)
C (-2.30, 0.24, 5.29)
C (-3.00, 1.25, 6.12)
O (-3.87, 1.92, 5.81)
N (-2.37, 1.51, 7.49)
H (-1.91, 0.63, 7.78)
H (-1.57, 2.15, 7.39)
C (-3.37, 1.97, 8.51)
H (-1.46, -0.15, 5.87)
H (-1.88, 0.74, 4.41)
H (-2.91, -0.54, 4.82)
H (-2.92, 1.75, 9.48)
H (-4.29, 1.42, 8.37)
H (-3.55, 3.03, 8.44)
C (2.49, 4.31, 0.82)
C (2.96, 5.69, 0.89)
O (2.52, 6.59, 0.31)
N (4.05, 5.98, 1.91)
H (3.64, 5.95, 2.85)
H (4.77, 5.24, 1.84)
C (4.77, 7.25, 1.61)
H (3.12, 3.49, 0.41)
H (1.61, 4.18, 0.20)
H (2.13, 4.04, 1.82)
H (5.08, 7.33, 0.58)
H (5.59, 7.39, 2.32)
H (4.11, 8.08, 1.89)
C (-2.89, 3.48, -0.99)
C (-1.84, 4.33, -0.35)
O (-0.81, 3.96, 0.02)
N (-2.12, 5.84, -0.28)
H (-3.11, 6.00, -0.50)
H (-2.00, 6.14, 0.70)
C (-1.22, 6.61, -1.22)
H (-3.57, 3.28, -0.13)
H (-2.40, 2.61, -1.40)
H (-3.51, 4.01, -1.71)
H (-0.21, 6.46, -0.85)
H (-1.53, 7.65, -1.23)
H (-1.30, 6.15, -2.20)
C (2.47, -1.64, 7.33)
C (3.39, -1.09, 6.30)
O (4.28, -1.60, 5.81)
N (2.79, 0.13, 5.58)
H (1.78, -0.07, 5.36)
H (2.73, 0.90, 6.26)
C (3.48, 0.47, 4.32)
H (1.50, -1.86, 6.86)
H (2.41, -1.15, 8.30)
H (2.91, -2.60, 7.58)
H (3.07, 1.42, 3.98)
H (3.32, -0.33, 3.61)
H (4.55, 0.63, 4.48)
O (-0.07, -2.03, 2.78)
C (0.46, -2.09, 4.03)
O (0.60, -0.96, 4.63)
O (0.92, -3.16, 4.41)
H (-0.06, -2.98, 2.53)
O (1.10, -4.81, 2.31)
C (1.85, -4.32, 1.19)
O (1.39, -4.58, 0.04)
O (2.90, -3.72, 1.47)
H (1.79, -4.63, 3.01)
O (-5.03, -2.13, 1.50)
C (-3.76, -2.03, 0.92)
O (-3.66, -1.49, -0.19)
O (-2.78, -2.47, 1.64)
H (-4.80, -2.62, 2.31)
O (0.35, -4.69, -2.65)
C (1.05, -3.95, -3.57)
O (2.07, -3.37, -3.14)
O (0.72, -3.89, -4.79)
H (1.03, -4.57, -1.91)
O (2.76, -0.52, 1.12)
C (3.40, -0.05, -0.04)
O (3.21, 1.22, -0.35)
O (4.24, -0.74, -0.69)
H (2.95, -1.47, 1.28)
O (-1.59, 3.15, 2.77)
C (-2.92, 2.93, 2.29)
O (-3.15, 1.76, 1.85)
O (-3.69, 3.91, 2.24)
H (-1.62, 4.01, 3.22)

As for the relative energy (zero: lowest compared OMol25 entry of this formula, charge and spin): 0.0 kcal per mole. Its net charge is +3. For the LUMO energy, the calculation gives -7.173 eV.